# 1
The following is a DFT calculation (ωB97M-V/def2-TZVPD) of a gas-phase ion, C6H7O (charge +1).

The geometry in XYZ format:
```
14
C6H7O, DFT ωB97M-V/def2-TZVPD
C -0.11 -1.76 -0.03
C -1.49 -1.75 -0.07
C 0.54 -0.59 0.14
C -1.58 0.46 0.01
C -1.87 1.71 -0.24
C 1.74 0.18 0.18
O -2.22 -0.70 0.15
H 0.27 -2.80 -0.31
H -2.11 -2.72 -0.29
H -2.90 2.20 -0.20
H -1.07 2.44 -0.66
H 2.64 -0.35 -0.15
H 1.94 0.63 1.16
H 1.43 1.04 -0.46
```

Results
Relative energy (zero: lowest compared OMol25 entry of this formula, charge and spin) = 100.3 kcal/mol
Spin multiplicity = 1
Kohn-Sham gap = 0.291 Eh
HOMO = -0.5176 Eh
Charge = +1

Okay, here come the Löwdin numbers, in e, for every atom: number 1, C, carries -0.06; number 2, C, carries -0.03; number 3, C, carries 0.07; number 4, C, carries -0.10; number 5, C, carries 0.09; number 6, C, carries -0.03; number 7, O, carries 0.09; number 8, H, carries 0.17; number 9, H, carries 0.21; number 10, H, carries 0.12; number 11, H, carries 0.12; number 12, H, carries 0.11; number 13, H, carries 0.12; number 14, H, carries 0.12


# 2
The following is a DFT calculation (ωB97M-V/def2-TZVPD) of a single C2H2N4O molecule.

The geometry in XYZ format:
```
9
C2H2N4O, DFT ωB97M-V/def2-TZVPD
N 2.07 0.10 2.39
C 1.48 0.30 1.41
N 0.81 0.61 0.31
O 1.30 0.89 -1.10
N 0.27 0.38 -1.72
C -0.40 -0.07 -0.72
N -1.49 -0.68 -0.40
H -2.43 -0.49 -0.73
H -1.62 -1.04 0.56
```

Results
Relative energy (zero: lowest compared OMol25 entry of this formula, charge and spin) = 100.6 kcal/mol
SMILES = N#Cn1onc1N
Spin multiplicity = 1
Kohn-Sham gap = 0.349 Eh
HOMO = -0.3541 Eh

Okay, here come the Löwdin numbers, in e, for every atom: number 1, N, carries 0.15; number 2, C, carries -0.31; number 3, N, carries 0.06; number 4, O, carries -0.06; number 5, N, carries 0.04; number 6, C, carries -0.28; number 7, N, carries 0.14; number 8, H, carries 0.13; number 9, H, carries 0.14


# 3
The following is a DFT calculation (ωB97M-V/def2-TZVPD) of 4 unconnected molecules or ions with the total composition C5H19NO3.

The geometry in XYZ format:
```
28
C5H19NO3, DFT ωB97M-V/def2-TZVPD
C -2.05 -1.31 1.46
N -1.65 -0.28 0.51
C -0.42 0.39 0.92
C -0.22 1.73 0.22
C -0.19 1.59 -1.30
C 1.08 2.36 0.72
H -1.27 -2.06 1.52
H -2.22 -0.91 2.47
H -2.98 -1.79 1.14
H -2.40 0.39 0.40
H -0.42 0.58 2.00
H 0.42 -0.27 0.71
H -1.05 2.39 0.48
H 0.05 2.54 -1.77
H 0.60 0.89 -1.61
H -1.14 1.25 -1.71
H 1.08 2.48 1.80
H 1.94 1.73 0.47
H 1.26 3.34 0.28
O -0.85 -1.80 -1.77
H -1.29 -1.35 -2.49
H -1.14 -1.31 -0.96
O 2.56 -1.35 0.92
H 2.32 -1.60 0.01
H 2.96 -2.14 1.31
O 1.91 -2.08 -1.72
H 0.93 -2.03 -1.71
H 2.20 -1.38 -2.31
```

Results
Relative energy (zero: lowest compared OMol25 entry of this formula, charge and spin) = 0.0 kcal/mol
SMILES = CNCC(C)C.O.O.O
Spin multiplicity = 1
Kohn-Sham gap = 0.377 Eh
HOMO = -0.3491 Eh

Okay, here come the Löwdin numbers, in e, for every atom: number 1, C, carries -0.12; number 2, N, carries -0.15; number 3, C, carries -0.22; number 4, C, carries -0.43; number 5, C, carries -0.08; number 6, C, carries -0.08; number 7, H, carries 0.09; number 8, H, carries 0.08; number 9, H, carries 0.08; number 10, H, carries 0.12; number 11, H, carries 0.12; number 12, H, carries 0.10; number 13, H, carries 0.13; number 14, H, carries 0.08; number 15, H, carries 0.08; number 16, H, carries 0.07; number 17, H, carries 0.08; number 18, H, carries 0.09; number 19, H, carries 0.08; number 20, O, carries -0.08; number 21, H, carries 0.05; number 22, H, carries 0.01; number 23, O, carries -0.09; number 24, H, carries -0.02; number 25, H, carries 0.04; number 26, O, carries -0.07; number 27, H, carries 0.00; number 28, H, carries 0.05


# 4
The following is a DFT calculation (ωB97M-V/def2-TZVPD) of a molecular structure, C26H23BN2O8S2Tm.

The geometry in XYZ format:
```
63
C26H23BN2O8S2Tm, DFT ωB97M-V/def2-TZVPD
Tm 1.25 0.04 -1.34
C -0.99 -0.43 3.04
C -0.17 -0.72 1.82
N -0.07 0.10 0.80
N -0.87 1.20 0.88
C -0.60 2.19 0.09
S 1.27 2.53 -0.38
S -1.94 3.28 -0.33
C -2.96 2.48 -1.66
C -4.02 1.52 -1.14
C -5.32 1.99 -0.91
C -6.35 1.09 -0.55
C -6.09 -0.30 -0.51
C -4.78 -0.80 -0.72
C -3.77 0.10 -1.04
C 0.43 -2.03 1.75
C 0.04 -3.06 2.67
C 0.30 -4.38 2.31
C 1.14 -4.66 1.22
C 1.81 -3.70 0.51
C 1.39 -2.36 0.69
O 1.94 -1.43 -0.10
H -1.43 0.57 2.95
H -0.34 -0.42 3.93
H -1.80 -1.12 3.13
H -2.33 1.97 -2.39
H -3.49 3.32 -2.13
H -5.53 3.06 -0.97
H -7.36 1.46 -0.36
H -6.89 -0.97 -0.27
H -4.66 -1.88 -0.77
H -2.77 -0.25 -1.18
H -0.46 -2.79 3.61
H -0.14 -5.21 2.86
H 1.30 -5.71 0.94
H 2.60 -3.86 -0.20
O -1.84 -0.04 -4.39
C -0.97 -0.43 -3.41
O -0.75 0.27 -2.41
C -0.44 -1.80 -3.72
O 0.79 -2.11 -3.09
C 1.93 -2.20 -3.97
C 2.65 -0.88 -4.20
O 3.44 -0.71 -5.09
O 2.41 0.00 -3.22
H -2.17 0.87 -4.18
H -0.32 -1.83 -4.82
H -1.22 -2.56 -3.50
H 1.65 -2.65 -4.92
H 2.64 -2.84 -3.48
O 4.01 2.38 0.47
B 2.66 1.78 0.60
O 2.67 1.10 1.89
C 3.61 1.78 2.66
C 3.52 2.01 4.05
C 4.21 3.13 4.53
C 5.03 3.92 3.72
C 5.22 3.62 2.35
C 4.42 2.59 1.81
H 2.82 1.43 4.65
H 4.18 3.34 5.60
H 5.57 4.77 4.11
H 5.91 4.21 1.74
```

Results
Spin multiplicity = 3
Kohn-Sham gap (spin up / spin down) = 0.129 / 0.128 Eh
HOMO (spin up / spin down) = -0.0573 / -0.0555 Eh
Charge = -1

Okay, here come the Löwdin numbers, in e, for every atom: number 1, Tm, carries 1.31; number 2, C, carries -0.05; number 3, C, carries -0.31; number 4, N, carries -0.07; number 5, N, carries -0.12; number 6, C, carries -0.91; number 7, S, carries 0.85; number 8, S, carries 0.86; number 9, C, carries -0.43; number 10, C, carries -0.26; number 11, C, carries -0.07; number 12, C, carries -0.09; number 13, C, carries -0.10; number 14, C, carries -0.08; number 15, C, carries -0.03; number 16, C, carries -0.11; number 17, C, carries -0.05; number 18, C, carries -0.13; number 19, C, carries -0.15; number 20, C, carries -0.04; number 21, C, carries -0.30; number 22, O, carries -0.27; number 23, H, carries 0.07; number 24, H, carries 0.09; number 25, H, carries 0.06; number 26, H, carries 0.03; number 27, H, carries 0.06; number 28, H, carries 0.11; number 29, H, carries 0.09; number 30, H, carries 0.08; number 31, H, carries 0.10; number 32, H, carries 0.08; number 33, H, carries 0.10; number 34, H, carries 0.08; number 35, H, carries 0.09; number 36, H, carries 0.10; number 37, O, carries 0.13; number 38, C, carries -0.40; number 39, O, carries -0.04; number 40, C, carries -0.09; number 41, O, carries -0.16; number 42, C, carries -0.08; number 43, C, carries -0.60; number 44, O, carries 0.07; number 45, O, carries -0.20; number 46, H, carries 0.15; number 47, H, carries 0.15; number 48, H, carries 0.17; number 49, H, carries 0.13; number 50, H, carries 0.14; number 51, O, carries 0.04; number 52, B, carries -0.85; number 53, O, carries 0.06; number 54, C, carries -0.18; number 55, C, carries 0.00; number 56, C, carries -0.12; number 57, C, carries -0.12; number 58, C, carries -0.01; number 59, C, carries -0.17; number 60, H, carries 0.11; number 61, H, carries 0.09; number 62, H, carries 0.09; number 63, H, carries 0.11


no.,largest force on an atom (Eh/bohr),E (eV)
1,0.086,-8369.8427
2,0.101,-10107.9417
3,0.009,-13126.4529
4,0.060,-98574.7922